{"formula": "C19H27N3O3", "method": "ωB97M-V with the def2-TZVPD basis set", "smiles": "Cc1ccc(NC(=O)CN2CCN(C(=O)[C@@H]3CCCO3)CC2)c(C)c1", "e_above_lowest_ev": 1.973, "orbital_gap_ev": 8.70, "mol_weight_g_mol": 345.44, "total_energy_ev": -30754.766, "spin_multiplicity": 1, "e_homo_ev": -8.15, "elements": ["C", "C", "C", "C", "C", "C", "C", "H", "C", "H", "H", "H", "N", "C", "O", "C", "N", "C", "C", "N", "C", "O", "C", "C", "H", "C", "H", "C", "H", "H", "O", "H", "H", "H", "C", "H", "C", "H", "H", "H", "H", "H", "H", "H", "H", "H", "H", "H", "H", "H", "H", "H"], "coordinates": [[6.9915, 2.3763, -0.1658], [5.8369, 1.4222, -0.1145], [5.7756, 0.3182, -0.9518], [4.6977, -0.5457, -0.9097], [3.6509, -0.3180, -0.0245], [3.6900, 0.7932, 0.8297], [4.7842, 1.6390, 0.7663], [4.8198, 2.4974, 1.4232], [2.5726, 1.0728, 1.7952], [1.6254, 1.2040, 1.2706], [2.7792, 1.9840, 2.3505], [2.4610, 0.2592, 2.5131], [2.5460, -1.1727, 0.0470], [2.1836, -2.1950, -0.7614], [2.8045, -2.6289, -1.7059], [0.8482, -2.8052, -0.3131], [-0.0030, -1.8054, 0.3012], [-1.0395, -2.3210, 1.1934], [-2.4317, -2.2718, 0.5725], [-2.7734, -0.8903, 0.2817], [-4.0372, -0.4738, 0.4843], [-4.9141, -1.2307, 0.8608], [-4.3030, 1.0214, 0.2123], [-5.7737, 1.3811, 0.4861], [-6.3149, 0.4626, 0.7187], [-6.2564, 1.9870, -0.8334], [-6.1389, 3.0713, -0.8249], [-5.2800, 1.3683, -1.8304], [-5.5922, 0.3480, -2.0941], [-5.1385, 1.9522, -2.7403], [-4.0398, 1.3388, -1.1512], [-7.2910, 1.7418, -1.0585], [-5.8721, 2.0688, 1.3226], [-3.6077, 1.6117, 0.8212], [-1.6628, -0.0420, -0.1057], [-1.9992, 0.6829, -0.8473], [-0.5514, -0.8961, -0.6992], [0.2538, -0.2481, -1.0576], [-0.9452, -1.4423, -1.5714], [-1.2779, 0.4992, 0.7699], [-2.4630, -2.8726, -0.3442], [-3.1843, -2.6632, 1.2605], [-1.0406, -1.7076, 2.1035], [-0.8045, -3.3462, 1.4827], [1.0878, -3.5762, 0.4248], [0.3918, -3.2984, -1.1855], [1.8555, -0.9543, 0.7562], [4.6557, -1.4002, -1.5640], [6.5800, 0.1261, -1.6465], [7.8568, 1.9129, -0.6330], [7.2651, 2.7072, 0.8341], [6.7225, 3.2583, -0.7481]], "forces_ev_per_angstrom": [[-0.06, 0.05, -0.04], [0.05, -0.06, -0.03], [-0.05, 0.18, 0.18], [-0.07, -0.16, -0.09], [0.40, 0.12, -0.17], [-0.04, -0.03, -0.03], [0.04, -0.15, -0.13], [-0.02, 0.09, 0.10], [0.13, -0.03, -0.09], [-0.14, -0.01, 0.03], [-0.04, 0.03, 0.05], [-0.10, -0.04, 0.09], [-0.03, 0.32, 0.45], [-0.39, -0.15, 0.15], [0.14, -0.11, -0.20], [0.02, -0.03, -0.08], [-0.02, -0.15, -0.07], [-0.24, 0.04, 0.21], [0.00, -0.28, 0.19], [0.25, -0.35, -0.03], [-0.09, 0.32, -0.14], [-0.25, -0.16, 0.08], [-0.14, 0.00, 0.35], [0.02, -0.11, 0.00], [0.05, 0.12, 0.04], [0.27, 0.00, -0.12], [-0.04, 0.01, -0.06], [-0.43, 0.05, -0.17], [0.01, 0.07, -0.03], [-0.04, -0.07, 0.02], [0.23, 0.04, 0.06], [-0.07, 0.02, 0.00], [-0.01, -0.01, 0.03], [-0.08, -0.06, -0.07], [0.27, 0.36, -0.14], [0.13, -0.07, 0.10], [-0.04, 0.26, -0.01], [-0.10, 0.01, -0.05], [0.03, 0.02, 0.03], [0.06, 0.03, -0.10], [-0.04, -0.04, 0.08], [0.14, -0.01, -0.12], [-0.10, -0.17, 0.00], [0.01, 0.05, 0.01], [-0.02, 0.02, -0.05], [0.11, 0.07, 0.05], [-0.05, -0.11, -0.18], [-0.01, -0.05, -0.02], [0.10, -0.03, -0.07], [0.10, 0.02, -0.01], [0.08, 0.05, 0.04], [0.08, 0.08, -0.02]]}

***

{"formula": "C30H43N2O8P2Ti", "method": "ωB97M-V with the def2-TZVPD basis set", "s2": 0.758, "charge": 2, "e_above_lowest_ev": 0.026, "orbital_gap_ev": [6.80, 6.51], "mol_weight_g_mol": 669.50, "total_energy_ev": -92856.532, "spin_multiplicity": 2, "e_homo_ev": [-12.76, -12.78], "elements": ["Ti", "C", "O", "C", "C", "C", "C", "C", "C", "N", "N", "C", "C", "O", "C", "C", "C", "C", "C", "C", "C", "C", "H", "H", "H", "H", "H", "H", "H", "H", "H", "H", "H", "H", "H", "C", "C", "C", "O", "P", "O", "C", "P", "O", "O", "C", "C", "C", "O", "C", "C", "C", "O", "C", "C", "C", "H", "H", "H", "H", "H", "H", "H", "H", "H", "H", "H", "H", "H", "H", "H", "H", "H", "H", "H", "H", "H", "H", "H", "H", "H", "H", "H", "H", "H", "H"], "coordinates": [[-0.9753, 0.4346, -0.0505], [-2.2294, 1.4646, -2.8508], [-2.3386, 1.4259, -1.4203], [-3.4282, 2.0820, -0.8381], [-4.4409, 2.6718, -1.5647], [-5.4766, 3.2885, -0.8715], [-5.4843, 3.3010, 0.5150], [-4.4567, 2.7041, 1.2270], [-3.4122, 2.0953, 0.5490], [-2.2968, 1.4510, 1.1756], [-2.2630, 1.6285, 2.4488], [-1.3689, 1.0697, 3.2650], [-0.3971, 0.1261, 2.8469], [-0.3041, -0.1814, 1.5819], [0.4477, -0.4998, 3.7849], [0.3432, -0.1778, 5.1030], [-0.5972, 0.7784, 5.5877], [-0.6671, 1.0889, 6.9594], [-1.5717, 2.0118, 7.4137], [-2.4273, 2.6508, 6.5049], [-2.3760, 2.3634, 5.1608], [-1.4625, 1.4168, 4.6787], [-2.2003, 2.4988, -3.1891], [-3.0645, 0.9323, -3.3031], [-1.2948, 0.9710, -3.0968], [-4.4470, 2.6630, -2.6441], [-6.2793, 3.7535, -1.4265], [-6.2971, 3.7748, 1.0471], [-4.4546, 2.7004, 2.3068], [1.1667, -1.2245, 3.4275], [0.9975, -0.6598, 5.8202], [0.0029, 0.5891, 7.6478], [-1.6263, 2.2496, 8.4670], [-3.1373, 3.3830, 6.8660], [-3.0331, 2.8684, 4.4683], [4.5259, -1.2053, -0.7933], [4.0230, -0.1486, 0.1628], [4.1181, -0.5485, 1.6136], [2.5791, 0.1221, -0.0660], [1.8963, 0.6066, -1.3694], [0.5898, 1.2906, -0.9887], [1.5399, -0.8141, -2.4192], [0.3204, -1.9341, -1.7118], [-0.9266, -1.1528, -1.3062], [-0.0124, -3.0321, -2.7517], [-1.2731, -3.1317, -3.5398], [-1.3938, -4.5810, -3.9363], [-1.1852, -2.1813, -4.7103], [1.0991, -2.5677, -0.5383], [0.7309, -3.7651, 0.2720], [-0.7546, -3.8030, 0.5444], [1.2703, -4.9941, -0.4184], [2.8200, 1.4986, -2.2315], [2.8530, 2.9958, -2.1564], [3.5350, 3.4482, -3.4215], [3.5578, 3.4239, -0.8920], [5.5602, -1.4428, -0.5465], [4.5140, -0.8574, -1.8279], [3.9340, -2.1182, -0.7003], [4.5317, 0.7991, -0.0087], [3.5884, -1.4872, 1.7845], [3.6958, 0.2210, 2.2587], [5.1651, -0.6887, 1.8814], [2.4536, -1.3711, -2.6279], [1.1428, -0.4376, -3.3660], [-2.0817, -2.8441, -2.8676], [-0.5508, -4.8787, -4.5600], [-2.3129, -4.7230, -4.5041], [-1.4307, -5.2276, -3.0605], [-0.3240, -2.4212, -5.3352], [-1.1117, -1.1433, -4.3791], [-2.0844, -2.2722, -5.3193], [1.2748, -3.5809, 1.1968], [-1.3266, -3.9562, -0.3738], [-1.0961, -2.8925, 1.0354], [-0.9624, -4.6446, 1.2047], [0.7456, -5.1838, -1.3548], [1.1320, -5.8551, 0.2356], [2.3351, -4.8923, -0.6244], [1.8104, 3.3137, -2.1410], [4.5616, 3.0825, -3.4530], [3.5566, 4.5375, -3.4459], [3.0067, 3.0951, -4.3056], [4.5981, 3.0957, -0.9022], [3.0634, 3.0411, 0.0028], [3.5490, 4.5123, -0.8355]], "forces_ev_per_angstrom": [[0.13, -0.11, -0.21], [0.05, 0.01, 0.01], [-0.07, -0.02, 0.12], [0.11, -0.02, -0.13], [-0.06, 0.03, 0.02], [0.03, -0.02, 0.01], [-0.01, 0.00, -0.02], [0.00, -0.01, 0.08], [0.01, -0.01, -0.04], [-0.02, 0.05, 0.15], [-0.09, 0.03, -0.05], [0.07, -0.04, 0.15], [-0.07, 0.07, -0.04], [-0.08, 0.04, -0.12], [0.05, -0.04, 0.00], [-0.03, 0.02, 0.02], [0.04, -0.04, -0.02], [0.01, -0.01, 0.01], [-0.02, 0.01, 0.00], [0.01, 0.00, 0.00], [0.01, -0.01, 0.00], [-0.04, 0.02, -0.10], [-0.01, 0.00, -0.01], [-0.01, 0.00, 0.00], [0.01, -0.01, 0.00], [0.00, 0.00, 0.00], [0.00, 0.00, 0.01], [0.00, 0.00, 0.00], [-0.02, 0.01, -0.01], [0.00, 0.01, 0.00], [-0.01, 0.01, 0.01], [0.00, 0.00, -0.01], [0.00, 0.00, -0.01], [0.00, 0.00, 0.00], [-0.01, 0.01, 0.01], [-0.04, 0.01, 0.00], [-0.02, -0.03, 0.04], [0.01, -0.01, 0.01], [0.08, 0.05, -0.07], [0.01, 0.14, 0.00], [-0.05, -0.32, 0.01], [-0.15, 0.05, 0.06], [-0.10, -0.06, -0.08], [0.29, 0.17, 0.07], [-0.10, 0.07, 0.08], [-0.02, -0.02, -0.07], [0.03, 0.00, 0.01], [0.03, -0.02, 0.00], [-0.02, -0.05, 0.02], [0.03, -0.01, 0.03], [-0.01, 0.00, -0.03], [0.00, -0.01, -0.03], [-0.08, 0.04, 0.10], [0.02, 0.09, -0.04], [0.03, -0.03, 0.00], [0.03, -0.06, -0.01], [0.00, 0.00, 0.00], [0.02, 0.00, 0.01], [0.02, 0.01, 0.00], [-0.01, 0.04, -0.01], [0.01, 0.00, -0.01], [0.01, 0.00, -0.01], [-0.01, 0.00, 0.01], [-0.01, 0.00, 0.00], [0.01, 0.00, 0.00], [0.03, 0.01, 0.04], [-0.01, 0.00, -0.01], [0.00, -0.01, 0.00], [-0.01, 0.00, 0.00], [-0.01, 0.00, 0.00], [-0.01, 0.00, 0.00], [0.00, 0.01, 0.00], [0.01, 0.03, 0.00], [0.00, -0.01, 0.00], [0.01, 0.00, 0.01], [-0.01, 0.00, 0.00], [0.00, 0.00, 0.01], [0.00, -0.01, -0.01], [0.00, 0.00, 0.01], [-0.02, -0.05, 0.00], [0.00, 0.02, 0.00], [0.00, 0.00, 0.00], [-0.01, 0.00, 0.01], [0.00, 0.01, 0.01], [-0.01, 0.00, 0.00], [0.01, 0.00, 0.00]]}